Record 1
A 15-piece molecular cluster, C39H63N16O3S overall at a distorted geometry, computed with wB97M-V/def2-TZVPD.

```
122
Properties=species:S:1:pos:R:3:forces:R:3:mulliken_charge:R:1
C 0.48479 -0.84482 3.54205 0.095 0.532 0.194 -0.71
C 1.06694 -0.33300 2.17821 -0.453 0.085 0.494 -0.53
C 0.01862 -0.07099 1.02878 -0.314 0.032 0.485 0.58
C -1.03001 -1.20642 0.81880 0.166 0.110 -0.858 -1.37
C -0.59845 1.34466 1.19907 1.497 -0.431 -1.897 -0.29
C -0.08650 2.41076 0.44668 -1.946 -0.798 1.973 -1.03
N -0.83458 3.52473 0.88149 0.752 -1.476 -0.555 0.19
C -1.71148 3.12735 1.79114 -0.914 0.916 0.515 -0.17
N -1.64159 1.79810 2.02099 1.888 0.266 -1.136 0.44
C -2.45722 0.97740 2.92182 -1.870 0.425 0.255 -0.70
C -3.69314 0.30947 2.20599 0.205 -0.516 0.803 0.11
C -4.61226 -0.32721 3.34039 0.447 0.269 -1.423 -0.91
C -5.36381 -1.59626 2.81150 -0.234 1.279 1.214 -0.93
S -4.31274 -3.04647 2.46330 -2.120 -3.899 -1.644 1.39
O -4.97562 -4.19938 3.03162 0.581 1.171 1.319 -0.66
O -4.21425 -3.28245 1.03915 1.222 2.043 0.481 -0.66
O -2.85137 -2.98228 3.17353 -0.943 0.985 -0.161 -0.47
H 0.10938 0.01102 4.16132 0.343 -0.640 -0.456 0.36
H 1.29947 -1.32022 4.12771 -0.600 0.217 -0.324 0.40
H -0.35546 -1.56809 3.46368 0.699 0.224 -0.145 -0.22
H 1.84738 -1.04724 1.84043 -0.568 0.432 0.037 0.46
H 1.53988 0.65688 2.40202 -0.038 -0.879 -0.327 0.27
H 0.60687 -0.02532 0.07875 -0.553 0.230 0.697 0.61
H -0.50585 -2.09771 0.39555 -0.420 0.533 0.657 0.50
H -1.60387 -1.47902 1.72152 0.621 0.037 -0.530 0.02
H -1.77374 -0.91613 0.03360 0.619 -0.105 0.601 0.36
H 0.70315 2.41098 -0.30922 -0.636 0.212 0.551 0.56
H -0.70574 4.49163 0.55162 -0.117 -0.358 0.427 0.38
H -2.39639 3.83966 2.27462 0.408 -0.627 -0.228 0.45
H -2.90241 1.67790 3.67466 0.510 -0.474 -0.524 0.39
H -1.88016 0.23401 3.50557 0.072 0.592 -0.710 -0.15
H -4.22367 1.07342 1.60015 0.185 -0.508 0.430 0.45
H -3.41234 -0.52813 1.53384 0.114 0.805 0.207 0.00
H -5.32423 0.47062 3.65824 0.416 -0.929 0.149 0.42
H -3.95084 -0.64194 4.17980 -0.652 0.391 -0.210 0.38
H -6.08152 -1.91898 3.60245 0.743 -0.152 -0.568 0.44
H -5.98728 -1.39325 1.90983 0.885 -0.326 0.365 0.37
H -2.59699 -2.07621 3.42778 0.002 -0.296 -0.040 0.21
C -2.59389 -5.60061 6.04469 -0.197 -0.339 -0.064 -0.74
C -1.79728 -4.41258 6.33400 -0.132 -0.015 -0.025 0.30
N -1.17348 -3.46942 6.54110 -0.071 -0.079 -0.128 -0.53
H -2.01232 -6.51435 6.17308 0.117 0.143 -0.009 0.33
H -3.46172 -5.66961 6.70154 0.099 0.201 0.073 0.42
H -2.96334 -5.59204 5.01751 0.098 0.149 0.024 0.29
C -1.39646 2.92432 -3.46434 -0.116 0.367 -0.130 -0.82
C -0.90095 1.59402 -3.12770 0.001 0.020 0.025 0.44
N -0.50904 0.54868 -2.85597 -0.021 0.160 0.058 -0.43
H -2.09750 3.28957 -2.71304 0.049 -0.165 0.051 0.25
H -0.58208 3.64694 -3.53107 0.081 -0.160 0.065 0.25
H -1.91494 2.92486 -4.42365 0.049 -0.173 0.035 0.34
C 4.00608 4.02933 -0.67326 0.557 -1.687 3.179 -0.93
C 2.58390 4.34044 -0.64824 0.123 0.151 0.193 0.60
N 1.46004 4.58522 -0.62848 0.122 0.059 0.049 -0.49
H 4.32454 3.56889 0.27416 -0.556 -0.199 0.083 0.29
H 4.25288 3.33489 -1.46429 -0.101 -0.088 0.186 0.37
H 4.60590 4.90630 -0.80917 0.123 -0.079 0.793 0.29
C 0.48972 -5.10899 3.72202 -0.199 -0.189 0.287 -0.30
C 1.43260 -4.51084 2.78215 -0.083 0.080 0.054 0.21
N 2.16652 -4.00877 2.05422 -0.127 -0.021 0.070 -0.47
H 0.35016 -4.47504 4.59954 0.135 0.102 -0.122 0.11
H -0.49274 -5.25909 3.27182 0.105 0.079 -0.151 0.00
H 0.83581 -6.08103 4.07556 0.117 0.045 -0.136 0.42
C 0.36754 8.25050 0.43378 0.249 0.351 -0.138 -0.87
C -0.46396 7.14999 0.89960 0.035 0.030 -0.012 0.49
N -1.11907 6.28049 1.26731 0.064 0.263 -0.092 -0.53
H 0.84727 8.76586 1.26640 -0.119 -0.152 0.093 0.29
H 1.15555 7.89689 -0.23255 -0.125 -0.198 0.035 0.23
H -0.21936 8.98783 -0.11467 -0.123 -0.147 0.041 0.30
C 4.08499 5.72456 -5.01796 0.111 0.120 -0.534 -0.54
C 3.98942 5.39711 -3.60384 0.054 0.036 -0.095 0.36
N 3.91375 5.13751 -2.48455 -0.659 2.427 -4.559 -0.40
H 3.47618 5.05516 -5.62795 -0.024 -0.074 0.183 0.25
H 3.74530 6.74189 -5.21671 -0.070 -0.026 0.251 0.04
H 5.11160 5.64732 -5.38116 -0.002 -0.054 0.201 0.07
C -1.74850 -7.66709 1.12754 0.039 0.069 -0.415 -0.85
C -1.83755 -7.88287 2.56700 -0.046 -0.040 0.018 0.43
N -1.90934 -8.05436 3.70077 0.058 0.123 -0.116 -0.38
H -2.42096 -8.33126 0.58422 -0.038 -0.034 0.197 0.34
H -2.01435 -6.64298 0.86159 -0.049 -0.015 0.186 0.21
H -0.73831 -7.85035 0.75946 0.006 -0.042 0.193 0.30
C 6.40765 2.25116 -5.95399 -0.049 -0.493 0.164 -0.71
C 6.83506 3.63603 -6.10716 0.048 -0.035 -0.051 0.44
N 7.17426 4.72716 -6.22766 -0.122 -0.156 0.054 -0.48
H 6.81652 1.80436 -5.04650 0.094 0.226 0.013 0.34
H 5.32250 2.17157 -5.89725 0.044 0.233 -0.049 0.14
H 6.73434 1.63726 -6.79376 0.046 0.215 -0.069 0.29
C 6.37156 1.10489 1.44844 0.023 -0.147 0.380 -0.85
C 6.23672 1.65600 0.10496 0.110 -0.083 -0.036 0.48
N 6.13050 2.09005 -0.95295 0.232 -0.276 0.137 -0.43
H 6.24681 1.87627 2.20932 -0.006 0.088 -0.163 0.29
H 5.62507 0.33281 1.63844 -0.021 0.049 -0.181 0.24
H 7.35336 0.65456 1.59661 -0.004 0.068 -0.175 0.32
C 3.16822 -0.04604 -7.92140 -0.115 -0.395 0.028 -0.83
C 3.59966 1.33913 -8.07069 -0.044 -0.008 -0.052 0.40
N 3.93996 2.43033 -8.18829 -0.105 -0.133 0.056 -0.40
H 3.57520 -0.49412 -7.01416 0.061 0.172 -0.003 0.28
H 2.08189 -0.12007 -7.86445 0.042 0.186 -0.017 0.29
H 3.49468 -0.65691 -8.76351 0.064 0.180 -0.034 0.29
C 3.60404 9.84744 -5.88889 0.238 0.006 -0.310 -0.87
C 2.70218 9.77828 -4.74193 0.032 0.010 -0.042 0.38
N 1.99348 9.72232 -3.83984 0.110 -0.059 -0.101 -0.37
H 4.58244 9.42483 -5.65662 -0.092 0.010 0.180 0.28
H 3.20887 9.29763 -6.74400 -0.158 -0.003 0.138 0.27
H 3.76251 10.87664 -6.21165 -0.118 0.008 0.157 0.32
C -4.12500 -9.11154 6.75574 0.087 0.070 -0.382 -0.34
C -4.28947 -9.52470 8.14505 0.009 0.023 -0.006 0.29
N -4.41898 -9.84970 9.23897 -0.001 0.044 -0.136 -0.37
H -4.72908 -9.71970 6.08165 -0.015 -0.023 0.115 0.10
H -4.42289 -8.07300 6.60871 -0.066 -0.054 0.159 0.09
H -3.08778 -9.20146 6.43015 -0.014 -0.064 0.139 0.21
C -8.00896 -11.47152 5.23151 -0.271 -0.214 0.222 -0.84
C -7.04635 -10.72115 4.43245 -0.016 -0.008 -0.014 0.38
N -6.28833 -10.13020 3.80311 -0.075 -0.072 0.139 -0.37
H -8.22644 -10.96445 6.17209 0.126 0.103 -0.088 0.27
H -8.95326 -11.59763 4.70125 0.116 0.099 -0.116 0.32
H -7.63437 -12.46621 5.47469 0.133 0.086 -0.100 0.27
C 2.13190 4.73037 -10.51779 0.409 -0.079 0.036 -0.55
C 0.70271 5.02038 -10.48844 0.011 0.006 -0.033 0.30
N -0.42271 5.24802 -10.46533 0.142 -0.038 0.043 -0.35
H 2.46979 4.29005 -9.57863 -0.145 0.004 0.000 0.08
H 2.38176 4.02887 -11.31423 -0.186 0.026 -0.007 0.26
H 2.72013 5.63337 -10.68424 -0.186 0.055 -0.013 0.26
```
Forces are in eV/Å.

Energy ... -82272.4950 eV
LUMO level ... -1.77 eV
HOMO ... -0.4474 Ha
Charge ... +1
Gap between HOMO and LUMO ... 0.3824 hartree

Record 2
The molecule C3H4O3, computed with wB97M-V/def2-TZVPD.

```
10
Properties=species:S:1:pos:R:3:forces:R:3:nbo_charge:R:1
O 0.86855 -0.83359 -2.03582 -0.046 0.114 0.126 -0.67
C 0.34474 -0.32081 -1.05386 -0.168 -0.235 0.134 0.37
C -0.78369 -0.79047 -0.18259 -0.057 0.176 0.056 0.36
O -0.81711 -0.28733 0.98295 0.051 -0.194 -0.222 -0.41
C 0.42569 0.62003 1.04976 -0.085 0.158 0.170 0.22
O 1.24112 0.17800 0.08968 0.098 0.018 -0.080 -0.54
H -1.67127 -1.31628 -0.53115 0.121 0.029 0.020 0.22
H -0.39626 0.62366 -1.24343 0.038 0.043 -0.045 0.11
H 0.82383 0.52028 2.06009 -0.045 0.014 -0.149 0.19
H -0.03559 1.60651 0.86436 0.093 -0.123 -0.010 0.15
```
Forces are in eV/Å.

Energy ... -9314.6668 eV
LUMO level ... -0.56 eV
HOMO ... -0.3291 Ha
Energy above the lowest of the compared OMol25 structures with the same formula, charge and spin ... 389.2 kJ/mol
Gap between HOMO and LUMO ... 0.3086 hartree

What is the formula in the first record? C39H63N16O3S

Repeat the second record exactly.
The molecule C3H4O3, computed with wB97M-V/def2-TZVPD.

```
10
Properties=species:S:1:pos:R:3:forces:R:3:nbo_charge:R:1
O 0.86855 -0.83359 -2.03582 -0.046 0.114 0.126 -0.67
C 0.34474 -0.32081 -1.05386 -0.168 -0.235 0.134 0.37
C -0.78369 -0.79047 -0.18259 -0.057 0.176 0.056 0.36
O -0.81711 -0.28733 0.98295 0.051 -0.194 -0.222 -0.41
C 0.42569 0.62003 1.04976 -0.085 0.158 0.170 0.22
O 1.24112 0.17800 0.08968 0.098 0.018 -0.080 -0.54
H -1.67127 -1.31628 -0.53115 0.121 0.029 0.020 0.22
H -0.39626 0.62366 -1.24343 0.038 0.043 -0.045 0.11
H 0.82383 0.52028 2.06009 -0.045 0.014 -0.149 0.19
H -0.03559 1.60651 0.86436 0.093 -0.123 -0.010 0.15
```
Forces are in eV/Å.

Energy ... -9314.6668 eV
LUMO level ... -0.56 eV
HOMO ... -0.3291 Ha
Energy above the lowest of the compared OMol25 structures with the same formula, charge and spin ... 389.2 kJ/mol
Gap between HOMO and LUMO ... 0.3086 hartree